Molecular formula: C2H2BrN
Method: DFT, wB97M-V/def2-TZVPD

Last column: Mulliken charge in e.
Positions of all 6 atoms, in Å:
Br -2.003 0.396 0.050  -0.142
C -0.247 0.145 -0.595  -0.056
C 0.843 -0.069 0.623  -0.096
N 0.474 -1.052 -0.083  -0.346
H -0.200 0.546 -1.632  0.329
H 1.134 0.035 1.637  0.311

LUMO level = 0.53 eV
total energy = -73635.760 eV
max |F| = 0.1114 hartree/bohr
2S+1 = 1
SMILES = Br[C@H]1C=N1
molar mass = 119.949 g mol⁻¹

---

Molecular formula: C2H2BrO2S
Method: DFT, wB97M-V/def2-TZVPD

Last column: Mulliken charge in e.
Positions of all 8 atoms, in Å:
O -0.850 1.945 -0.710  -0.739
C -0.363 0.768 -0.506  0.370
O 0.584 0.359 -1.545  -0.465
C -1.281 -0.485 -0.488  0.097
S -0.977 -2.002 -0.399  -0.356
Br -3.122 0.195 0.022  -0.227
H 0.277 0.736 0.426  0.110
H 0.772 -0.517 -1.641  0.210

LUMO level = 3.18 eV
total energy = -87078.508 eV
max |F| = 0.0868 hartree/bohr
2S+1 = 1
SMILES = [O-][C@H](O)C(=S)Br
molar mass = 170.007 g mol⁻¹
total charge = -1

---

Molecular formula: C2H2BrO2S2
Method: DFT, wB97M-V/def2-TZVPD

Last column: Mulliken charge in e.
Positions of all 9 atoms, in Å:
C -0.221 0.627 -0.043  0.269
C -0.315 -0.821 0.107  0.474
O -0.501 1.196 -1.271  -0.468
O -0.219 1.310 0.991  -0.643
S -0.561 -1.739 -1.203  -0.373
S -0.405 -1.446 1.736  -0.236
Br 2.358 0.384 -0.187  -0.599
H -0.299 0.659 -2.066  0.326
H 0.163 -0.170 1.935  0.250

LUMO level = 2.60 eV
total energy = -97916.086 eV
max |F| = 0.0617 hartree/bohr
2S+1 = 1
molar mass = 202.074 g mol⁻¹
total charge = -1

---

Molecular formula: C2H2BrO3
Method: DFT, wB97M-V/def2-TZVPD

Last column: Mulliken charge in e.
Positions of all 8 atoms, in Å:
O -0.996 -0.302 -1.370  -0.756
C -0.416 -0.860 -0.450  0.650
O -0.354 -1.989 -0.038  -0.658
C 0.278 0.233 0.478  -0.053
O -0.237 1.546 0.230  -0.515
Br 2.247 0.053 0.271  -0.293
H 0.176 -0.023 1.460  0.252
H -0.698 1.342 -0.580  0.374

LUMO level = 3.54 eV
total energy = -78293.313 eV
max |F| = 0.0571 hartree/bohr
2S+1 = 1
SMILES = O=C([O-])[C@H](O)Br
molar mass = 153.939 g mol⁻¹
total charge = -1

---

Molecular formula: C2H2BrO3S
Method: DFT, wB97M-V/def2-TZVPD

Last column: Mulliken charge in e.
Positions of all 9 atoms, in Å:
O 4.639 0.245 -0.748  -0.604
C 3.703 0.718 -0.185  0.711
O 3.292 1.798 0.105  -0.580
O 2.589 -0.369 0.457  -0.419
S 1.369 0.292 1.235  0.033
C 0.036 0.747 -0.189  -0.467
Br -1.283 2.138 0.094  -0.208
H 0.558 1.257 -0.980  0.204
H -0.498 -0.172 -0.550  0.331

LUMO level = 3.02 eV
total energy = -89127.576 eV
max |F| = 0.0396 hartree/bohr
2S+1 = 1
SMILES = O=C([O-])OSCBr
molar mass = 186.006 g mol⁻¹
total charge = -1

---

Molecular formula: C2H2Cl2
Method: DFT, wB97M-V/def2-TZVPD

Last column: Mulliken charge in e.
Positions of all 6 atoms, in Å:
C -0.032 -0.639 -0.421  -0.626
C 0.000 0.380 0.365  0.379
Cl 1.404 1.343 0.987  -0.137
Cl -1.609 1.115 0.699  -0.195
H -0.697 -1.230 -0.954  0.327
H 0.933 -0.970 -0.677  0.253

LUMO level = 0.64 eV
total energy = -27149.911 eV
max |F| = 0.0691 hartree/bohr
2S+1 = 1
SMILES = C=C(Cl)Cl
molar mass = 96.944 g mol⁻¹

---

Molecular formula: C2H2Cl2F2
Method: DFT, wB97M-V/def2-TZVPD

Last column: Mulliken charge in e.
Positions of all 8 atoms, in Å:
C -0.622 -0.893 0.289  0.019
C 0.834 0.803 -0.219  0.029
F -0.385 -1.659 -0.805  -0.231
F 1.773 0.947 0.774  -0.204
Cl -2.128 -0.069 0.359  -0.103
Cl -0.238 2.092 -0.354  -0.092
H -0.366 -1.567 1.069  0.268
H 1.134 0.347 -1.113  0.314

LUMO level = 0.47 eV
total energy = -32583.291 eV
max |F| = 0.0900 hartree/bohr
2S+1 = 1
molar mass = 134.940 g mol⁻¹

---

Molecular formula: C2H2Cl2F2
Method: DFT, wB97M-V/def2-TZVPD

Last column: Mulliken charge in e.
Positions of all 8 atoms, in Å:
F 1.721 -0.392 0.020  -0.244
C 0.471 -0.461 -0.478  -0.468
C -0.344 0.365 0.450  0.568
F -0.260 -0.020 1.793  -0.198
Cl -2.068 0.125 -0.059  -0.162
Cl 0.114 1.996 0.134  -0.122
H -0.041 -1.374 -0.295  0.285
H 0.406 -0.240 -1.566  0.342

LUMO level = 0.70 eV
total energy = -32585.551 eV
max |F| = 0.0437 hartree/bohr
2S+1 = 1
SMILES = FCC(F)(Cl)Cl
molar mass = 134.940 g mol⁻¹

---

Molecular formula: C2H2Cl2NOP
Method: DFT, wB97M-V/def2-TZVPD

Last column: Mulliken charge in e.
Positions of all 9 atoms, in Å:
C -0.861 -0.407 0.804  -0.083
C 1.105 -0.560 0.063  0.348
N 0.354 -0.125 1.109  -0.368
O -1.153 -1.004 -0.293  -0.258
P 0.171 -1.349 -1.121  -0.007
Cl 2.813 -0.163 0.039  -0.146
Cl 0.134 1.701 -1.378  -0.204
H -1.668 -0.265 1.473  0.441
H -0.894 2.172 -0.697  0.276

LUMO level (spin up / spin down) = 0.47 / -2.43 eV
total energy = -39974.005 eV
max |F| = 0.1214 hartree/bohr
2S+1 = 3
molar mass = 157.924 g mol⁻¹
<S²> = 2.023

---

Molecular formula: C2H2Cl2O2S
Method: DFT, wB97M-V/def2-TZVPD

Last column: Mulliken charge in e.
Positions of all 9 atoms, in Å:
C -0.401 -1.090 0.226  0.196
C 0.571 0.162 -0.992  0.028
O -1.989 -3.162 0.667  -0.508
O -0.532 -0.673 1.491  -0.371
S -1.069 -2.588 -0.335  0.312
Cl 1.749 -0.755 -1.800  -0.100
Cl 1.153 1.134 0.224  -0.197
H 0.015 0.761 -1.686  0.326
H -0.018 0.097 1.747  0.314

LUMO level (spin up / spin down) = -0.06 / -0.06 eV
total energy = -42077.835 eV
max |F| = 0.0874 hartree/bohr
2S+1 = 1
molar mass = 161.009 g mol⁻¹

---

Molecular formula: C2H2Cl2O2S
Method: DFT, wB97M-V/def2-TZVPD

Last column: Mulliken charge in e.
Positions of all 9 atoms, in Å:
C 1.248 -0.857 -0.231  -0.359
C -0.626 -0.548 -0.340  0.380
O 3.434 0.091 0.647  -0.500
O -0.894 -0.504 -1.691  -0.408
S 2.036 0.401 0.471  0.407
Cl -1.549 -1.735 0.655  -0.144
Cl -1.021 0.950 0.426  -0.153
H 1.719 -1.671 -0.557  0.442
H -1.770 -0.559 -2.090  0.335

LUMO level = -0.36 eV
total energy = -42078.199 eV
max |F| = 0.1573 hartree/bohr
2S+1 = 1
molar mass = 161.009 g mol⁻¹

---

Molecular formula: C2H2Cl2OS
Method: DFT, wB97M-V/def2-TZVPD

Last column: Mulliken charge in e.
Positions of all 8 atoms, in Å:
S 2.349 1.693 0.561  -0.182
C 1.253 0.862 -0.195  0.496
Cl 1.082 0.199 -1.725  -0.082
O -0.115 0.597 0.728  -0.295
C -0.942 -0.393 0.206  -0.294
Cl -0.519 -2.072 0.688  -0.184
H -1.133 -0.408 -0.935  0.281
H -1.974 -0.479 0.672  0.259

LUMO level = -0.84 eV
total energy = -40031.847 eV
max |F| = 0.0797 hartree/bohr
2S+1 = 1
SMILES = S=C(Cl)OCCl
molar mass = 145.010 g mol⁻¹

---

Molecular formula: C2H2Cl2P2
Method: DFT, wB97M-V/def2-TZVPD

Last column: Mulliken charge in e.
Positions of all 8 atoms, in Å:
H 1.816 2.036 -0.568  -0.013
P 0.702 1.424 -0.969  0.042
C 1.197 0.071 -0.039  0.468
Cl 2.606 -0.205 0.892  -0.154
C 0.342 -1.056 -0.134  -0.146
P -0.867 -2.067 -0.348  -0.180
Cl -3.363 -0.106 0.228  -0.220
H -2.432 -0.095 0.939  0.203

LUMO level (spin up / spin down) = -1.40 / -1.40 eV
total energy = -45725.560 eV
max |F| = 0.0935 hartree/bohr
2S+1 = 1
SMILES = [H]/P=C(\Cl)C#P.Cl
molar mass = 158.892 g mol⁻¹

---

Molecular formula: C2H2Cl2P2
Method: DFT, wB97M-V/def2-TZVPD

Last column: Mulliken charge in e.
Positions of all 8 atoms, in Å:
C 0.931 -0.367 -1.052  0.031
C -0.973 -0.307 0.959  0.246
P 1.818 1.020 -0.764  -0.070
P -1.443 -1.850 0.548  -0.042
Cl 1.178 -1.472 -2.266  -0.101
Cl -0.626 1.142 1.600  -0.085
H 2.903 0.711 -1.730  0.015
H -2.735 -1.793 0.907  0.006

LUMO level (spin up / spin down) = -0.43 / -1.19 eV
total energy = -45721.876 eV
max |F| = 0.0502 hartree/bohr
2S+1 = 1
molar mass = 158.892 g mol⁻¹

---

Molecular formula: C2H2Cl3F
Method: DFT, wB97M-V/def2-TZVPD

Last column: Mulliken charge in e.
Positions of all 8 atoms, in Å:
F 2.255 -0.166 0.709  -0.249
C 0.964 -0.310 1.193  -0.403
C -0.078 -0.015 0.090  0.452
Cl -1.645 0.008 0.871  -0.133
Cl 0.145 1.527 -0.783  -0.125
Cl -0.106 -1.284 -1.127  -0.132
H 0.826 0.489 1.974  0.274
H 0.858 -1.297 1.601  0.315

LUMO level = 0.62 eV
total energy = -42390.901 eV
max |F| = 0.0462 hartree/bohr
2S+1 = 1
SMILES = FCC(Cl)(Cl)Cl
molar mass = 151.395 g mol⁻¹

---

Molecular formula: C2H2Cl3NO3
Method: DFT, wB97M-V/def2-TZVPD

Last column: Mulliken charge in e.
Positions of all 11 atoms, in Å:
C 0.808 0.132 0.084  -0.490
C -0.931 0.833 -0.246  0.301
N 0.658 -1.241 -0.484  0.993
O 0.556 -1.266 -1.698  -0.524
O 0.513 -2.154 0.296  -0.531
O 1.021 0.142 1.405  -0.427
Cl -1.385 0.898 -1.905  -0.070
Cl -2.047 -0.116 0.667  -0.110
Cl -0.939 2.399 0.553  -0.106
H 1.539 0.561 -0.474  0.536
H 0.207 -0.187 1.802  0.429

LUMO level = -0.38 eV
total energy = -47302.122 eV
max |F| = 0.0908 hartree/bohr
2S+1 = 1
molar mass = 194.401 g mol⁻¹

---

Molecular formula: C2H2Cl3OP
Method: DFT, wB97M-V/def2-TZVPD

Last column: Mulliken charge in e.
Positions of all 9 atoms, in Å:
C 0.105 0.353 -0.126  -0.202
C 0.216 -1.127 -0.104  0.154
O -1.474 2.394 0.080  -0.387
P -0.946 1.331 0.934  0.156
Cl 1.514 1.263 0.560  -0.140
Cl 1.598 -1.778 -0.912  -0.102
Cl 0.078 -1.871 1.536  -0.157
H -0.304 0.844 -1.459  0.363
H -0.786 -1.408 -0.509  0.315

LUMO level (spin up / spin down) = 0.08 / -3.15 eV
total energy = -51005.130 eV
max |F| = 0.0935 hartree/bohr
2S+1 = 3
molar mass = 179.370 g mol⁻¹
<S²> = 2.009

---

Molecular formula: C2H2Cl3P
Method: DFT, wB97M-V/def2-TZVPD

Last column: Mulliken charge in e.
Positions of all 8 atoms, in Å:
C -0.423 -0.115 0.275  0.233
C 0.857 0.096 -0.281  0.049
P -1.271 1.180 1.013  -0.013
Cl -1.017 -1.737 0.230  -0.155
Cl 2.086 -1.108 -0.052  -0.088
Cl 1.416 1.709 -0.271  -0.135
H 0.664 -0.394 -2.403  0.100
H -2.312 0.369 1.489  0.009

LUMO level (spin up / spin down) = -1.81 / -1.12 eV
total energy = -48957.618 eV
max |F| = 0.0160 hartree/bohr
2S+1 = 1
molar mass = 163.371 g mol⁻¹

---

Molecular formula: C2H2Cl3P
Method: DFT, wB97M-V/def2-TZVPD

Last column: Mulliken charge in e.
Positions of all 8 atoms, in Å:
C 1.306 -0.400 0.247  -0.558
C 0.232 0.413 0.203  0.384
Cl -0.015 1.853 1.089  -0.153
P -0.891 -0.029 -1.212  0.281
Cl -2.223 1.466 -0.989  -0.180
Cl -1.788 -1.801 -0.085  -0.262
H 1.959 -0.118 1.099  0.237
H 1.420 -1.385 -0.353  0.251

LUMO level = -0.57 eV
total energy = -48962.455 eV
max |F| = 0.0481 hartree/bohr
2S+1 = 1
SMILES = C=C(Cl)P(Cl)Cl
molar mass = 163.371 g mol⁻¹

---

Molecular formula: C2H2Cl6F2V
Method: DFT, wB97M-V/def2-TZVPD

Last column: Mulliken charge in e.
Positions of all 13 atoms, in Å:
V -0.793 1.822 -0.571  1.185
F 0.719 1.312 -1.671  -0.712
F -2.314 2.870 -0.142  -0.762
C -0.627 -1.602 -1.901  0.131
Cl -0.903 -3.333 -1.741  -0.118
Cl -1.029 -0.797 -0.350  -0.056
Cl -1.537 -0.892 -3.221  -0.109
H 0.427 -1.429 -2.065  0.287
C 1.276 0.428 2.406  -0.040
Cl 2.257 -0.523 1.332  -0.056
Cl -0.050 -0.511 3.065  -0.090
Cl 0.689 1.905 1.618  -0.027
H 1.885 0.749 3.239  0.367

LUMO level (spin up / spin down) = 0.11 / -0.17 eV
total energy = -108364.318 eV
max |F| = 0.0202 hartree/bohr
2S+1 = 4
molar mass = 327.696 g mol⁻¹
<S²> = 3.755